1.
{
  "formula": "C26H29CrF3N8O11S",
  "method": "ωB97M-V/def2-TZVPD",
  "multiplicity": 5,
  "fmax_ev_per_a": 2.9,
  "s2": 6.04,
  "homo_ha": [-0.24006, -0.32631],
  "homo_lumo_gap_ev": [6.302, 7.835],
  "de_lowest_ev": 1.9256,
  "species": ["H", "H", "C", "C", "H", "C", "N", "H", "C", "H", "C", "C", "O", "F", "O", "H", "C", "H", "O", "H", "N", "S", "O", "N", "H", "H", "C", "H", "O", "H", "C", "C", "Cr", "C", "C", "N", "N", "C", "C", "C", "H", "H", "H", "H", "H", "C", "H", "O", "H", "O", "H", "H", "H", "C", "F", "O", "C", "N", "C", "H", "H", "O", "C", "F", "H", "C", "C", "O", "C", "C", "H", "O", "N", "N", "H", "C", "C", "H", "H"],
  "xyz": [[3.843312, -2.332724, 2.651728], [-5.953147, -2.261078, -0.068601], [-2.640205, -1.708713, 0.426868], [1.892918, -1.965998, 1.835941], [0.264578, 1.321159, -1.335011], [2.960297, -0.686806, -1.669826], [-1.843672, 3.615044, 0.859027], [-0.717864, 3.630941, -1.343104], [-4.500878, -1.795424, -1.620905], [-1.033406, 4.587193, -2.769210], [3.522892, -2.835365, -1.709952], [-0.984860, 0.040433, -3.569047], [3.264143, -1.342505, 6.425509], [1.646054, 2.187228, 3.675478], [4.792671, -1.574317, 4.854719], [2.144995, -2.369889, 0.867278], [-3.169848, -1.563539, -1.856782], [-5.194519, -1.849566, -2.448160], [5.644663, -3.734918, -2.004744], [-4.015381, 2.343682, -1.142386], [-3.025310, 1.640544, 1.031107], [0.567505, 2.231984, 1.263517], [0.397951, 3.358715, 0.354836], [-0.640362, 0.854609, -1.316684], [-1.756252, 2.556264, -4.036641], [3.921777, 1.128408, -1.104673], [-1.622689, -1.686922, 1.385980], [-1.160148, 3.247932, 1.516711], [-0.414158, -0.999853, -3.034549], [-3.465654, 3.998257, -2.640894], [-2.714170, 2.740007, 0.337493], [0.603895, -1.482847, 2.060521], [-0.232408, -1.244287, -1.088287], [0.300598, -1.005799, 3.334995], [3.128840, 0.787179, -1.770432], [1.846872, -1.375499, -1.485182], [-0.356626, -1.496176, 1.020285], [4.474298, -3.970967, -1.819374], [-1.366861, 1.124001, -2.543262], [2.539349, -1.482105, 4.105241], [2.217316, 1.290273, -1.474120], [-2.421571, 1.360520, 1.789947], [-0.664270, -0.557018, 3.528762], [-3.609165, 0.918624, 0.630396], [-2.421492, 0.956818, -2.342560], [-2.794373, 3.989055, -1.785618], [-2.864326, 4.973895, -1.318709], [1.279449, 1.105887, 0.682551], [2.969613, -5.143967, -1.569445], [-0.045540, -3.191680, -1.131544], [-0.106251, 2.561874, -3.494089], [-1.103506, 1.235885, -0.497466], [3.384031, 1.067470, -2.794111], [3.631706, -1.470190, 5.127617], [1.301047, 4.161622, 2.855653], [-1.242025, 0.208173, -4.744134], [1.255531, -1.007964, 4.338239], [-2.254229, -1.469640, -0.874785], [-3.996277, -1.998553, 0.722329], [-2.802365, -1.445006, -2.868477], [-1.462646, 4.329626, 0.259329], [-0.662988, 1.878337, 1.971763], [-1.139590, 2.503105, -3.138507], [2.933616, 2.944646, 2.101079], [0.983058, -0.562317, 5.290058], [-4.916934, -2.029970, -0.283347], [2.188178, -2.713490, -1.516162], [1.367434, -4.916403, -1.327522], [-1.368871, 3.704806, -2.221259], [1.680357, 2.914811, 2.559833], [-4.269800, -2.220302, 1.748715], [3.966152, -5.174078, -1.702184], [-3.298731, 2.980437, -0.837080], [3.985680, -1.550223, -1.800520], [-1.869521, -1.914967, 2.416759], [2.844084, -1.957923, 2.834670], [1.114057, -3.716403, -1.318937], [4.959520, -1.332855, -1.948141], [2.304466, -1.341205, 6.501451]],
  "forces_ev_per_a": [[0.0, 0.0, 0.0], [0.0, 0.0, 0.0], [0.0, 0.1, -0.2], [0.1, 0.0, -0.1], [-0.1, 0.0, 0.0], [0.0, -0.1, 0.1], [-2.6, 0.8, -1.0], [-0.1, 0.0, -0.4], [-0.1, -0.1, 0.2], [0.0, 0.1, 0.0], [0.2, 0.0, 0.0], [0.2, -0.1, 0.1], [0.0, 0.0, 0.0], [0.0, 0.0, -0.2], [0.1, 0.0, -0.1], [0.0, 0.0, 0.0], [0.1, 0.1, 0.1], [0.0, 0.0, 0.0], [0.0, 0.0, 0.0], [0.0, 0.0, 0.0], [-0.7, -0.4, -0.2], [2.3, -1.1, -0.9], [1.6, -0.6, 0.3], [0.7, 0.0, 0.7], [0.0, 0.1, 0.0], [0.0, 0.0, 0.0], [-0.1, -0.1, 0.0], [-1.5, 0.5, 0.3], [-0.2, -0.1, -0.1], [-0.1, -0.1, 0.0], [0.4, 1.0, 0.8], [-0.2, -0.1, -0.4], [-0.2, -0.2, -0.6], [0.0, 0.2, 0.1], [0.0, -0.1, -0.1], [-0.1, 0.1, 0.3], [0.4, 0.4, 0.2], [0.1, 0.1, 0.0], [-0.1, -0.1, -0.6], [0.1, 0.0, 0.1], [0.0, 0.0, 0.0], [-0.1, 0.1, 0.0], [0.0, 0.0, 0.0], [0.1, 0.1, -0.1], [-0.2, 0.0, 0.1], [-0.1, -0.3, 0.3], [0.0, 0.0, 0.0], [-0.4, 0.7, 0.6], [0.0, -0.1, 0.0], [0.2, 0.0, -0.2], [0.0, -0.1, 0.0], [-0.1, -0.2, -0.1], [0.0, 0.0, 0.0], [-0.1, 0.0, 0.0], [0.0, -0.1, 0.0], [0.0, -0.2, 0.2], [-0.1, 0.1, 0.0], [-0.2, -0.2, 0.1], [0.0, 0.0, 0.1], [0.0, 0.0, 0.0], [-0.4, -0.1, 0.1], [1.5, -0.8, 1.0], [-0.1, 0.2, 0.0], [-0.3, 0.0, 0.1], [0.0, 0.0, 0.0], [0.0, 0.1, -0.2], [-0.3, 0.2, -0.1], [0.2, -0.1, 0.0], [0.3, 0.2, -0.2], [0.3, 0.0, 0.2], [0.0, 0.0, -0.1], [0.0, 0.0, 0.0], [-0.2, 0.1, -0.3], [0.2, 0.1, -0.1], [0.0, 0.0, 0.0], [0.1, -0.1, -0.1], [-0.4, 0.1, 0.0], [0.1, 0.0, 0.0], [-0.1, 0.0, 0.0]]
}


2.
{
  "formula": "C26H29F32INO8S",
  "method": "ωB97M-V/def2-TZVPD",
  "fmax_ev_per_a": 0.7,
  "homo_ha": -0.48489,
  "homo_lumo_gap_ev": 7.331,
  "total_charge": 1,
  "species": ["F", "F", "C", "H", "H", "F", "C", "H", "H", "O", "H", "C", "H", "F", "F", "H", "C", "O", "F", "H", "C", "F", "F", "H", "F", "F", "F", "O", "C", "F", "H", "F", "C", "C", "C", "C", "C", "F", "C", "H", "F", "O", "C", "F", "F", "H", "I", "C", "F", "F", "N", "H", "O", "O", "F", "F", "H", "H", "C", "C", "F", "H", "H", "C", "F", "C", "C", "F", "C", "C", "F", "H", "H", "H", "F", "H", "H", "H", "O", "H", "H", "H", "F", "H", "F", "F", "H", "C", "C", "H", "O", "C", "F", "F", "C", "S", "F", "C"],
  "xyz": [[6.891385, 1.960592, -2.587388], [0.961179, -1.033344, 3.830807], [4.995318, 3.192057, -1.983798], [0.186416, -0.190483, -2.085106], [-3.623112, 0.609497, -1.943849], [3.292482, -6.273129, 7.584011], [2.558259, -3.488300, 5.440062], [-4.240393, -0.545840, -4.903333], [-3.145799, -1.694744, -0.107819], [-1.100213, -2.436066, -1.703987], [-3.234287, -1.339977, -7.198779], [-6.238308, -0.204768, -9.519420], [1.765792, -1.185749, -1.521902], [4.253503, 2.065071, -2.260280], [-4.779578, -1.860576, -10.204656], [-4.413516, -1.566147, -1.342524], [-4.679197, 0.260804, -5.496781], [-2.254898, -0.969650, -3.377797], [3.290772, -8.363270, 6.928372], [0.671364, 1.576621, 4.832438], [-1.911671, 0.744462, -0.689225], [1.862527, -6.891697, 5.185217], [-5.342807, -1.903836, -8.108747], [0.713535, 0.111877, 5.790756], [0.630070, -8.202036, 6.399492], [0.621193, -2.569367, 6.268379], [-0.473909, -0.582561, 1.600986], [0.861650, 1.194407, -0.675105], [5.905301, 7.010485, -1.343034], [6.793389, 7.728465, -0.624844], [2.204285, -3.316206, 4.419996], [-6.514513, 0.665961, -8.527669], [6.363115, 2.654939, -1.553875], [2.525905, -7.368326, 7.424368], [1.392771, -7.086809, 6.429902], [2.534537, -0.614786, -1.006456], [2.053964, 0.632712, -0.321839], [-4.896858, 1.315464, -4.660120], [1.379610, -3.705652, 6.394181], [-2.245639, -0.061680, -7.869704], [-7.310617, -1.001001, -9.704247], [-1.040440, 1.038115, 5.895541], [4.168554, 3.974027, -0.954703], [-4.201146, 1.799736, -7.210595], [-1.208928, -1.030924, 4.129844], [0.350777, -5.069474, 5.035052], [-4.684449, 0.881989, 0.415385], [5.065062, 6.168285, -0.375078], [3.239615, -2.391740, 5.849067], [6.580168, 6.214226, -2.193638], [-3.307933, 0.214558, -1.054131], [6.259671, 1.985652, -0.695153], [-3.921272, -0.336347, -8.885481], [4.159735, 5.384127, -1.040111], [-2.582386, 1.068762, -5.922551], [-3.313178, 0.819221, 4.294096], [-2.053042, 1.439470, 0.136152], [0.653326, 0.939212, 2.247175], [-3.717004, 0.704644, -6.600888], [-3.272290, -0.340584, -7.634863], [5.837277, 5.458925, 0.462951], [-1.347817, -0.107137, -0.304795], [2.970369, -1.242051, -0.227024], [-0.140239, -0.235211, 3.910581], [-1.312985, 1.242469, 2.473697], [0.250521, 0.886617, -1.927564], [0.092413, 0.697002, 5.114091], [3.400860, -4.534867, 5.451090], [-3.274492, 1.711581, 5.309332], [-1.825615, 2.122162, 5.607130], [5.107779, 3.888947, -3.129602], [5.259336, 7.684159, -1.909031], [-0.550838, -4.501717, 6.423758], [4.356991, 3.621879, 0.059923], [1.818890, -3.761974, 7.664335], [-3.013533, -3.022964, -2.761484], [-3.736477, 1.263404, 6.189872], [2.110879, -7.667565, 8.388414], [2.668238, 1.153662, 0.567493], [3.316170, -0.350522, -1.722216], [-6.020525, 0.343318, -10.437546], [-1.663041, 1.316912, -2.788896], [-1.882096, 2.897841, 6.704449], [-1.106989, 2.520054, -1.599924], [-1.318697, 2.872366, 4.610275], [4.358938, 7.046159, 0.373001], [0.793205, 1.318225, -2.771946], [-5.042386, -1.084165, -9.134640], [-1.158155, 1.455846, -1.830919], [3.139570, 3.699249, -1.184043], [0.591610, -6.058869, 6.850319], [-3.395498, -1.265745, -1.078192], [-5.865502, -0.135215, -5.978997], [7.199883, 3.659276, -1.245067], [0.423043, -4.872005, 6.105420], [-2.291438, -1.959218, -2.335367], [-3.970602, 2.806963, 4.935258], [-0.256896, 0.401838, 2.524059]],
  "forces_ev_per_a": [[0.0, 0.0, 0.0], [0.1, 0.0, -0.1], [0.0, 0.3, -0.1], [0.1, 0.0, 0.0], [0.1, -0.1, -0.1], [0.0, 0.0, -0.1], [0.0, 0.2, -0.1], [0.1, 0.0, -0.1], [0.1, 0.2, 0.0], [-0.2, 0.1, -0.1], [-0.2, 0.0, 0.1], [0.0, 0.0, -0.1], [0.0, 0.1, 0.0], [-0.1, -0.1, 0.0], [0.0, -0.1, 0.0], [0.1, 0.1, 0.0], [0.0, -0.1, 0.2], [-0.1, -0.1, -0.1], [0.0, 0.0, 0.0], [-0.1, 0.0, -0.2], [0.3, 0.4, 0.0], [0.1, 0.1, 0.0], [0.0, 0.1, 0.1], [0.0, 0.0, 0.0], [0.0, -0.1, -0.1], [-0.1, 0.0, 0.0], [0.0, -0.1, 0.1], [0.2, 0.0, -0.2], [0.0, 0.1, 0.0], [0.0, 0.0, 0.0], [0.0, 0.0, 0.0], [0.0, 0.0, 0.1], [0.0, -0.2, 0.0], [0.0, -0.1, 0.1], [-0.3, 0.0, -0.1], [0.0, -0.2, 0.0], [0.2, 0.1, 0.1], [0.0, 0.0, 0.1], [0.1, -0.2, 0.3], [0.0, 0.0, 0.0], [0.0, 0.0, 0.0], [-0.3, -0.2, -0.5], [-0.6, -0.1, 0.4], [0.0, 0.0, 0.0], [0.0, 0.0, -0.1], [0.2, 0.0, 0.0], [-0.1, 0.0, -0.1], [-0.2, 0.0, 0.1], [0.0, 0.0, 0.0], [0.0, -0.1, 0.0], [0.1, 0.1, 0.7], [0.0, 0.0, 0.0], [-0.4, 0.4, 0.2], [0.4, 0.0, -0.4], [0.1, 0.0, 0.1], [0.0, 0.0, -0.2], [0.1, -0.2, -0.1], [0.0, 0.0, 0.0], [-0.2, 0.2, -0.3], [0.5, -0.3, -0.1], [0.1, -0.1, -0.1], [-0.2, 0.1, -0.1], [0.1, 0.1, -0.2], [-0.2, 0.0, 0.2], [-0.2, 0.0, -0.1], [-0.5, -0.1, -0.2], [0.3, 0.1, 0.3], [0.0, -0.1, 0.1], [-0.1, 0.0, 0.1], [0.3, 0.0, 0.2], [0.0, 0.0, 0.1], [0.0, 0.0, 0.0], [0.0, 0.0, 0.0], [0.2, 0.0, 0.0], [0.0, 0.0, -0.1], [-0.1, 0.0, 0.0], [0.0, 0.0, 0.0], [0.0, 0.0, 0.0], [-0.2, 0.0, 0.1], [0.0, 0.0, 0.1], [0.0, 0.0, 0.0], [0.1, 0.1, 0.0], [0.1, 0.1, 0.1], [0.0, 0.0, -0.2], [0.0, -0.1, -0.1], [0.0, 0.0, 0.1], [0.1, 0.1, 0.2], [0.2, -0.1, -0.1], [-0.1, -0.3, 0.0], [0.0, 0.0, 0.0], [0.5, 0.2, 0.2], [-0.4, -0.3, -0.2], [0.0, 0.0, -0.1], [0.0, 0.1, 0.0], [-0.6, -0.1, -0.2], [0.4, 0.2, 0.1], [0.0, 0.0, 0.0], [0.3, 0.1, 0.1]]
}


3.
{
  "formula": "C26H29FeN2O5PSi",
  "method": "ωB97M-V/def2-TZVPD",
  "multiplicity": 2,
  "fmax_ev_per_a": 0.6,
  "s2": 0.78,
  "homo_ha": [-0.17653, -0.19175],
  "homo_lumo_gap_ev": [7.400, 7.811],
  "total_charge": -1,
  "de_lowest_ev": 0.7272,
  "species": ["C", "H", "C", "H", "C", "C", "O", "H", "H", "C", "H", "C", "N", "C", "H", "H", "H", "H", "Fe", "C", "O", "C", "C", "H", "H", "C", "C", "C", "C", "C", "H", "H", "C", "Si", "H", "H", "H", "O", "H", "H", "C", "C", "P", "H", "H", "N", "O", "H", "C", "C", "C", "H", "H", "C", "H", "C", "O", "C", "C", "H", "H", "H", "H", "C", "H"],
  "xyz": [[-1.055207, 2.395115, -4.018696], [3.606493, -4.527265, -2.293256], [3.680635, 0.534405, 1.490488], [-2.672586, 0.376629, -1.839385], [1.319674, -2.042192, 0.977694], [-2.106644, 1.775527, -3.360400], [3.524281, -0.132825, 4.298782], [0.047669, 0.551371, 3.242504], [-0.174221, 4.723947, 0.177296], [2.858023, -3.782752, -2.049343], [-3.644634, -3.907529, -2.182896], [0.515340, 1.169212, -2.666041], [2.564221, -0.032667, 2.203905], [-3.677657, -2.214768, 0.749057], [0.774236, 3.319801, -0.349473], [-3.326200, 2.797814, 0.512241], [-2.191782, -0.757325, 1.336090], [-3.247745, 2.478004, 2.248421], [0.945476, -0.134029, 1.199760], [-0.234435, 3.672265, -0.120613], [1.914967, 1.010647, -0.049689], [0.961882, -1.853361, -1.458145], [-1.848729, 0.848077, -2.360358], [-0.699929, -0.889435, 3.196808], [-3.130582, 2.016916, -3.618163], [0.253276, 2.091230, -3.667323], [2.608679, -3.461587, -0.726334], [1.260359, -0.926112, 3.964707], [-0.097772, 3.175878, 2.859189], [-3.329116, -3.226762, -1.401848], [4.315257, 1.157161, 2.121531], [-4.269154, -2.101139, 1.649178], [2.161453, -3.148110, -3.075519], [-0.960792, 2.628800, 1.262088], [2.372021, -3.403670, -4.106986], [0.936449, 2.813385, 2.883574], [1.079388, -0.700464, 5.016580], [1.327439, -2.901120, 1.834196], [-0.610961, 2.816712, 3.757365], [3.132139, -3.949978, 0.085836], [3.146970, 1.307165, 0.281935], [-0.538779, 0.531277, -2.010993], [-0.185109, -0.672700, -0.695343], [-2.956568, 4.113669, 1.635880], [-1.569654, -2.611400, -2.455038], [0.197456, -0.440011, 3.063467], [-0.800955, 1.046083, 1.048744], [-4.997297, -3.664947, -0.123751], [-2.509737, -1.479514, 0.594219], [1.204625, -2.188150, -2.785596], [-1.741739, -1.617444, -0.557564], [0.665423, -1.693349, -3.585436], [-1.254727, 3.123431, -4.795332], [1.675321, -2.471305, -0.437747], [-0.829831, 3.613075, -1.036173], [-2.794908, 3.050429, 1.434243], [3.840741, 2.110621, -0.316940], [-2.163098, -2.492930, -1.556256], [2.591679, -0.298684, 3.512957], [1.533684, 0.971153, -2.361746], [-0.052335, 4.267070, 2.923149], [1.079232, 2.588990, -4.159535], [4.317994, -0.263150, 1.082375], [-4.087452, -3.090031, -0.245947], [1.347823, -1.999164, 3.823602]],
  "forces_ev_per_a": [[0.0, 0.0, 0.0], [0.0, 0.0, 0.0], [0.0, -0.1, 0.0], [0.0, 0.0, 0.0], [0.2, -0.1, -0.2], [0.0, 0.0, 0.0], [0.0, 0.0, 0.0], [-0.2, -0.1, 0.0], [0.0, 0.0, 0.0], [0.1, 0.0, 0.0], [0.0, 0.0, 0.0], [0.0, 0.0, 0.0], [-0.3, 0.4, 0.2], [0.0, 0.0, 0.0], [0.0, 0.0, 0.0], [0.0, 0.0, 0.0], [0.0, 0.0, 0.0], [0.0, 0.0, 0.0], [-0.2, 0.1, -0.4], [0.0, 0.0, 0.0], [0.5, -0.3, 0.1], [0.1, 0.0, 0.1], [0.0, 0.0, 0.0], [0.1, -0.2, 0.0], [0.0, 0.0, 0.0], [0.0, 0.0, 0.0], [-0.1, 0.1, 0.1], [0.2, 0.2, -0.1], [0.0, 0.0, -0.1], [0.0, 0.0, 0.0], [-0.1, 0.1, 0.0], [0.0, 0.0, 0.0], [0.0, 0.0, 0.0], [0.1, 0.1, 0.0], [0.0, 0.0, 0.0], [0.0, 0.0, 0.0], [0.0, 0.1, 0.0], [-0.1, 0.0, 0.1], [0.0, 0.0, 0.0], [0.0, 0.0, 0.0], [-0.2, 0.0, 0.0], [0.0, 0.1, 0.1], [-0.2, 0.0, -0.1], [0.0, 0.0, 0.0], [0.0, 0.0, 0.0], [0.1, 0.1, 0.2], [0.1, 0.0, 0.3], [0.0, 0.0, 0.0], [0.0, 0.1, 0.0], [0.0, 0.0, 0.0], [0.0, 0.0, -0.1], [0.0, 0.0, 0.0], [0.0, 0.0, 0.0], [0.1, -0.1, -0.1], [0.0, 0.0, 0.0], [0.0, 0.1, 0.0], [0.0, 0.0, -0.1], [0.0, 0.0, 0.0], [-0.1, -0.2, -0.2], [0.0, 0.0, 0.0], [0.0, 0.0, 0.0], [0.0, 0.0, 0.0], [0.1, 0.0, 0.0], [0.0, 0.0, 0.0], [0.0, 0.0, 0.1]]
}